Entry 1:
103
Properties=species:S:1:pos:R:3:lowdin_charge:R:1 method="wB97M-V/def2-TZVPD" e_lumo_ev="-6.25 / -6.25" total_energy_ha=-6534.84682 e_homo_ev="-12.024 / -12.135" total_charge=+2 de_lowest_kj_mol=485.4 max_force_ev_per_a=0.6 orbital_gap_ev="5.77 / 5.88" spin_multiplicity=2
Hf -0.014 -0.202 0.019 1.65
N -0.049 3.923 1.755 0.17
C 0.292 2.825 1.110 -0.12
N -0.194 1.637 1.391 0.00
C -1.053 1.498 2.497 -0.26
N -1.294 0.321 2.959 0.12
N -0.562 -0.608 2.228 -0.12
C -0.050 -1.579 2.878 -0.06
C 0.851 -2.441 2.131 -0.26
C 1.372 -3.607 2.647 0.03
C 2.253 -4.347 1.866 0.00
C 2.560 -3.892 0.600 0.00
C 1.970 -2.724 0.137 -0.10
N 1.136 -1.995 0.883 -0.03
C -1.598 2.699 3.112 -0.09
C -2.598 2.661 4.084 0.01
C -3.037 3.837 4.658 -0.03
C -2.478 5.057 4.278 -0.03
C -1.484 5.112 3.319 0.01
C -1.056 3.927 2.740 -0.16
H 0.408 4.793 1.521 0.18
H 1.023 2.911 0.319 0.14
H -0.240 -1.717 3.936 0.14
H 1.095 -3.922 3.644 0.13
H 2.683 -5.265 2.241 0.13
H 3.236 -4.435 -0.045 0.13
H 2.177 -2.370 -0.865 0.12
H -3.012 1.705 4.375 0.12
H -3.814 3.813 5.410 0.12
H -2.823 5.973 4.737 0.12
H -1.048 6.059 3.025 0.13
C -2.791 0.515 -1.573 0.03
C -2.074 0.667 -2.944 -0.40
O -2.920 0.231 -3.962 -0.07
O 0.113 -0.527 -2.213 -0.19
H -3.624 -0.169 -1.667 0.07
H -3.184 1.485 -1.277 0.12
H -2.214 0.152 -0.714 0.00
C -0.653 0.079 -3.280 -0.06
N -1.879 2.140 -3.119 -0.02
C -2.585 2.912 -4.144 0.02
C -1.058 2.685 -2.231 -0.45
C -0.767 4.152 -2.341 0.04
O -0.531 1.999 -1.315 -0.09
H -0.770 -0.653 -4.070 0.13
H 1.029 -0.223 -2.334 0.10
H -0.046 0.888 -3.679 0.15
H -3.155 2.221 -4.753 0.10
H -1.878 3.442 -4.780 0.10
H -3.268 3.627 -3.686 0.11
H -1.683 4.736 -2.236 0.10
H -0.340 4.390 -3.315 0.10
H -0.062 4.442 -1.567 0.08
O 3.574 -0.282 -1.685 0.12
C 3.163 0.032 -0.596 -0.52
O 1.847 0.280 -0.441 -0.24
C 3.998 0.156 0.623 -0.15
C 3.458 0.493 1.864 -0.04
C 4.277 0.569 2.978 -0.06
C 5.637 0.310 2.856 -0.05
C 6.178 -0.022 1.621 -0.05
C 5.363 -0.099 0.505 0.00
H 2.400 0.700 1.960 0.08
H 3.862 0.832 3.942 0.11
H 6.277 0.371 3.726 0.12
H 7.238 -0.220 1.530 0.12
H 5.765 -0.355 -0.466 0.13
C -2.528 -3.402 3.425 -0.25
Ge -3.316 -2.995 1.663 0.68
C -4.346 -1.342 1.927 -0.25
C -4.482 -4.515 1.206 -0.24
Ge -1.760 -2.622 -0.210 0.85
C -0.709 -4.262 -0.497 -0.38
C -0.730 -5.305 0.429 -0.13
C -0.002 -6.469 0.218 -0.08
C 0.760 -6.615 -0.933 -0.08
C 0.787 -5.593 -1.872 -0.08
C 0.062 -4.430 -1.651 -0.13
C -3.012 -2.441 -1.755 -0.36
C -2.500 -2.042 -2.957 -0.09
C -3.281 -1.263 -3.961 -0.21
C -4.747 -1.335 -3.736 0.00
C -5.259 -1.892 -2.612 -0.06
C -4.416 -2.387 -1.587 -0.10
H -3.265 -3.980 3.984 0.03
H -2.338 -2.488 3.988 0.00
H -1.617 -4.000 3.368 0.00
H -5.063 -1.479 2.738 0.03
H -4.895 -1.052 1.031 0.01
H -3.674 -0.528 2.207 -0.02
H -4.508 -5.221 2.036 0.02
H -4.123 -5.039 0.321 0.02
H -5.505 -4.186 1.018 0.02
H -1.338 -5.223 1.324 0.08
H -0.047 -7.273 0.942 0.11
H 1.313 -7.528 -1.107 0.11
H 1.363 -5.707 -2.781 0.11
H 0.094 -3.646 -2.402 0.09
H -1.457 -2.233 -3.159 0.08
H -3.026 -1.537 -4.986 0.16
H -5.390 -0.907 -4.493 0.12
H -6.332 -1.928 -2.475 0.12
H -4.869 -2.746 -0.674 0.06

---

Entry 2:
103
Properties=species:S:1:pos:R:3:lowdin_charge:R:1 method="wB97M-V/def2-TZVPD" e_lumo_ev=-2.62 total_energy_ha=-2640.40486 e_homo_ev=-10.114 total_charge=+1 de_lowest_kj_mol=0.0 max_force_ev_per_a=8.2 orbital_gap_ev=7.49
C 3.426 1.869 -0.577 -0.06
C 2.610 0.625 -0.378 -0.16
N 1.298 0.836 0.151 -0.01
C 0.563 -0.029 0.915 -0.02
C -0.725 0.435 0.965 -0.05
N -0.777 1.588 0.296 -0.01
C 0.411 1.794 -0.119 -0.10
C -1.957 2.582 0.262 0.09
H 4.338 1.860 -1.118 0.08
H 3.704 2.296 0.295 0.01
H 2.823 2.796 -1.015 0.11
H 3.347 -0.141 0.387 0.22
H 2.431 0.063 -1.249 0.07
H 0.855 -1.040 1.390 0.17
H -1.685 0.007 1.240 0.13
H 0.677 2.696 -0.835 0.20
H -2.891 2.316 -0.220 0.10
H -1.615 3.385 -0.332 0.07
H -2.167 2.983 1.249 0.07
C 6.820 -2.513 -3.400 0.07
C 6.016 -2.414 -2.113 0.00
C 4.661 -2.723 -2.014 -0.40
C 3.995 -3.149 -3.192 -0.03
C 4.663 -3.219 -4.442 -0.03
C 5.998 -2.784 -4.598 -0.29
O 6.645 -2.856 -5.823 0.04
O 4.159 -2.599 -0.800 0.04
H 7.914 -2.252 -3.367 0.12
H 6.658 -2.057 -1.345 0.09
H 2.974 -3.571 -3.140 0.11
H 4.154 -3.757 -5.244 0.12
H 6.471 -3.620 -6.291 0.06
H 3.215 -2.855 -0.994 0.12
C -4.405 -3.225 -1.504 0.03
C -5.466 -4.250 -2.153 0.05
C -6.498 -3.776 -2.912 -0.43
C -6.736 -2.437 -2.949 -0.02
C -5.859 -1.543 -2.378 -0.01
C -4.754 -1.942 -1.681 -0.42
O -3.984 -1.068 -1.010 0.00
O -7.330 -4.573 -3.558 0.07
H -3.469 -3.515 -1.135 0.07
H -5.119 -5.342 -1.889 0.13
H -7.719 -2.261 -3.239 0.11
H -6.100 -0.430 -2.565 0.15
H -3.222 -1.555 -0.652 0.04
H -7.135 -5.518 -3.388 0.13
C -1.964 -3.927 4.022 0.00
C -1.510 -3.519 2.638 -0.01
C -2.443 -2.872 1.879 -0.32
C -3.774 -2.627 2.365 0.01
C -4.196 -3.004 3.689 0.03
C -3.249 -3.689 4.541 -0.35
O -3.620 -4.055 5.780 0.06
O -2.063 -2.282 0.659 -0.05
H -1.105 -4.408 4.597 0.13
H -0.529 -3.490 2.403 0.06
H -4.431 -2.031 1.567 0.16
H -5.131 -2.670 3.974 0.09
H -2.881 -4.685 6.007 0.14
H -1.216 -2.550 0.276 0.11
C -0.622 2.586 4.153 0.02
C -1.984 3.035 3.744 0.02
C -3.073 2.105 3.704 -0.44
C -2.833 0.828 3.957 -0.02
C -1.494 0.285 4.159 0.00
C -0.410 1.192 4.324 -0.35
O 0.769 0.601 4.643 0.00
O -4.218 2.660 3.490 0.13
H 0.211 3.279 4.255 0.10
H -1.912 4.153 3.474 0.14
H -3.699 0.156 4.040 0.12
H -1.374 -0.737 4.376 0.08
H 0.876 -0.423 4.675 0.16
H -4.784 2.279 4.035 0.05
C -1.178 -0.053 -2.943 0.06
C -1.944 1.257 -2.995 0.00
C -1.301 2.449 -3.352 -0.39
C 0.125 2.479 -3.538 0.01
C 0.823 1.188 -3.458 -0.04
C 0.272 0.010 -3.100 -0.37
O 1.082 -1.073 -3.048 0.04
O -1.941 3.612 -3.570 0.04
H -1.706 -0.855 -2.526 0.06
H -3.076 1.286 -2.806 0.13
H 0.345 3.500 -3.859 0.12
H 1.978 1.417 -3.799 0.18
H 0.910 -1.981 -2.998 0.08
H -2.881 3.729 -3.320 0.13
C 3.707 3.905 2.673 0.03
C 2.781 4.508 1.601 0.01
C 3.499 5.060 0.561 -0.46
C 4.824 5.143 0.389 -0.03
C 5.694 4.440 1.349 0.03
C 5.156 3.955 2.595 -0.37
O 5.866 3.399 3.555 0.05
O 2.785 5.372 -0.537 0.00
H 3.154 3.352 3.432 0.09
H 1.705 4.479 1.522 0.10
H 5.383 5.438 -0.525 0.13
H 6.790 4.245 1.080 0.13
H 5.352 2.657 3.985 0.15
H 3.246 5.776 -1.327 0.15